(1)
C21H56BeN5O8 | ωB97M-V/def2-TZVPD

Structure (ORCA input):
```
! RIJCOSX wB97M-V def2-TZVPD def2/J DEFGRID3
* xyz 1 1
Be -11.11351 -24.17966 -8.46758
O -12.09409 -27.08151 -11.92123
C -12.69891 -26.14902 -11.12892
O -12.06060 -25.67552 -10.15302
O -13.85490 -25.81885 -11.48002
H -12.88987 -27.18635 -12.48424
C -6.72722 -23.39868 -7.23838
C -8.00716 -23.94763 -7.85597
C -8.01066 -25.45994 -7.88689
O -9.18347 -25.90076 -8.54158
C -9.28025 -27.30314 -8.69381
N -9.13083 -23.52696 -7.01523
H -6.66200 -23.70627 -6.19246
H -6.82274 -22.30860 -7.19456
H -5.79301 -23.52890 -7.78358
H -8.10966 -23.62415 -8.88858
H -7.88370 -25.86636 -6.87494
H -7.09468 -25.79231 -8.38741
H -8.26783 -27.68904 -8.85201
H -9.89237 -27.52940 -9.56270
H -9.63510 -27.75789 -7.76704
H -8.95651 -22.59544 -6.63086
H -8.93144 -23.95119 -6.10336
C -11.55168 -23.09631 -4.08757
C -12.71672 -23.14130 -5.08731
C -13.72342 -22.00352 -4.80878
O -14.10318 -21.89503 -3.45209
C -14.89046 -22.96396 -2.96824
N -12.12871 -23.01026 -6.44152
H -10.69431 -23.73608 -4.31156
H -11.82010 -23.37944 -3.06896
H -11.14281 -22.08464 -4.00624
H -13.26724 -24.07874 -4.98656
H -14.60168 -22.10378 -5.45977
H -13.29995 -21.03302 -5.07694
H -14.46808 -23.96422 -3.08674
H -15.85452 -22.99409 -3.48889
H -15.06963 -22.74552 -1.91814
H -12.86358 -22.51718 -6.94742
H -11.41141 -22.30503 -6.29183
C -12.32978 -28.13835 -7.81132
C -12.87818 -26.87022 -7.18465
C -13.66403 -27.25794 -5.93359
O -14.43920 -26.16031 -5.49306
C -15.20216 -26.47025 -4.35565
N -11.75146 -25.93602 -6.85798
H -11.89468 -27.91830 -8.78447
H -13.05062 -28.92717 -8.04356
H -11.69194 -28.68224 -7.10698
H -13.50149 -26.39850 -7.94582
H -13.02573 -27.62029 -5.11910
H -14.30306 -28.08919 -6.24976
H -14.57536 -26.91156 -3.57732
H -16.01142 -27.14904 -4.65400
H -15.75529 -25.57640 -4.06866
H -12.17504 -25.38619 -6.11226
H -11.14236 -26.57526 -6.34640
C -15.53244 -22.96187 -10.56689
C -14.33297 -22.52130 -9.73638
C -14.80708 -21.43663 -8.74000
O -13.64791 -20.85478 -8.13200
C -13.86339 -19.55081 -7.61479
N -13.62091 -23.64454 -9.08515
H -16.04518 -22.13188 -11.05788
H -16.29948 -23.42880 -9.94692
H -15.19393 -23.62311 -11.36485
H -13.55015 -22.05870 -10.34017
H -15.50482 -21.81319 -7.98716
H -15.27396 -20.64114 -9.32486
H -14.49853 -19.55510 -6.72553
H -14.28751 -18.82765 -8.31494
H -12.88239 -19.18038 -7.31372
H -14.26778 -24.07371 -8.42936
H -13.46867 -24.26000 -9.88738
C -10.76887 -20.52754 -11.02602
C -10.75125 -21.91975 -10.44083
C -9.53104 -22.74590 -10.65562
O -9.82905 -24.08371 -10.22987
C -9.36853 -25.07188 -11.12007
N -10.95055 -21.79611 -8.96212
H -9.79481 -20.05755 -10.86067
H -11.59237 -19.85695 -10.78944
H -10.82271 -20.59718 -12.11858
H -11.62833 -22.46368 -10.79765
H -8.69388 -22.37204 -10.05588
H -9.15035 -22.67607 -11.67584
H -9.72934 -26.02058 -10.72107
H -8.29072 -25.19562 -11.25235
H -9.84921 -24.98113 -12.09688
H -10.27322 -21.08055 -8.69254
H -11.80231 -21.26092 -8.78837
*
```

## Properties
LUMO level (eV): -2.247
HOMO (eV): -11.093
HOMO-LUMO gap (eV): 8.85
Energy relative to the best compared isomer or geometry (same formula, charge and spin) (kJ/mol): 17.56

(2)
C21H56BrN3O8Si2 | ωB97M-V/def2-TZVPD

Structure (ORCA input):
```
! RIJCOSX wB97M-V def2-TZVPD def2/J DEFGRID3
* xyz 0 1
C -0.46162 1.42209 -1.94970
C -0.74652 0.02293 -1.44102
O -2.02019 -0.16529 -0.82449
Si -3.34530 0.31709 -1.66977
C -3.64400 -0.68167 -3.19861
O -4.60632 0.13980 -0.58799
Si -6.09561 0.70530 -0.96888
Br -6.09420 2.86905 -1.55176
H 0.60794 1.56706 -1.92276
H -0.90071 2.17995 -1.32190
H -0.75693 1.55500 -2.97894
H -0.59537 -0.70182 -2.23035
H -0.01211 -0.20985 -0.68417
H -3.29268 1.73786 -2.03098
H -2.87587 -0.50478 -3.93574
H -4.57299 -0.37641 -3.65921
H -3.71528 -1.74115 -3.00821
H -6.94229 0.57474 0.22305
H -6.67051 -0.06116 -2.08403
C -1.54140 0.94737 2.05075
O -1.18131 1.54318 3.28316
C -1.31728 0.70334 4.41943
C 0.02813 0.26531 4.95500
N 0.68440 -0.67099 4.05315
C 2.08823 -0.94809 4.35337
C 3.08294 0.20589 4.36801
O 3.36120 0.77123 3.10101
C 2.41455 1.71014 2.63088
H -1.61990 1.74577 1.31492
H -0.78557 0.23728 1.69841
H -2.50504 0.43707 2.11341
H -1.94982 -0.16004 4.19243
H -1.81857 1.29275 5.19228
H -0.12043 -0.22641 5.92149
H 0.61957 1.17444 5.12884
H 0.61974 -0.31807 3.10845
H 2.43432 -1.66806 3.60979
H 2.13606 -1.45632 5.32069
H 4.03578 -0.20136 4.71554
H 2.80331 0.99291 5.07938
H 1.99895 2.31017 3.44382
H 1.59884 1.22835 2.08296
H 2.93070 2.37563 1.93887
C -1.96677 7.30592 -5.37040
O -3.33352 6.95018 -5.40833
C -3.84984 6.68184 -6.70417
C -4.12370 5.20837 -6.90897
N -2.89092 4.43629 -6.98787
C -3.06131 2.98666 -6.93678
C -3.74315 2.36273 -5.72509
O -2.99357 2.41549 -4.52800
C -3.05174 3.64416 -3.82612
H -1.76516 7.71136 -4.38055
H -1.30763 6.44468 -5.52633
H -1.73363 8.07045 -6.11644
H -3.17882 7.06839 -7.47695
H -4.79870 7.21877 -6.78472
H -4.67570 5.08343 -7.84561
H -4.77683 4.88175 -6.08871
H -2.27730 4.71640 -6.23541
H -2.06591 2.54430 -7.01629
H -3.61428 2.67974 -7.83091
H -3.86665 1.29854 -5.94203
H -4.74947 2.76518 -5.55601
H -4.03348 4.11554 -3.90619
H -2.27621 4.33986 -4.16079
H -2.86317 3.42388 -2.77518
C 7.40040 -6.68885 4.34993
O 7.00988 -5.87208 3.26542
C 6.26386 -6.53299 2.25299
C 4.81004 -6.11550 2.25796
N 4.10712 -6.62209 3.42851
C 2.77211 -6.06669 3.64033
C 2.61093 -4.56089 3.80973
O 3.12306 -4.03848 5.01923
C 4.51782 -3.80838 5.04109
H 8.14988 -6.13873 4.91614
H 6.56544 -6.91655 5.02177
H 7.84218 -7.62690 4.00289
H 6.36129 -7.61870 2.34608
H 6.69972 -6.23793 1.29476
H 4.32974 -6.51692 1.36027
H 4.78549 -5.01964 2.18952
H 4.66567 -6.44437 4.25171
H 2.36683 -6.54129 4.53634
H 2.13949 -6.38172 2.80388
H 1.53808 -4.35560 3.84017
H 3.01028 -3.99751 2.95658
H 4.89066 -3.47497 4.06913
H 5.07313 -4.69530 5.36038
H 4.70747 -3.02200 5.77246
*
```

## Properties
LUMO level (eV): 0.671
HOMO (eV): -8.476
HOMO-LUMO gap (eV): 9.15

(3)
C21H57Mn2N3O13S | ωB97M-V/def2-TZVPD

Structure (ORCA input):
```
! RIJCOSX wB97M-V def2-TZVPD def2/J DEFGRID3
* xyz 2 11
Mn 1.04665 -2.29994 0.13553
Mn 1.93132 2.63715 1.91423
S 1.50321 0.19460 0.83570
O 1.21140 0.76244 2.17384
O 2.05075 1.36143 0.14786
O 2.33866 -1.03191 0.89876
O 0.34566 -0.40502 0.16518
C 4.68430 1.32894 3.15422
O 3.97855 2.12547 2.21545
C 4.85646 2.99781 1.47895
C 4.06246 3.65959 0.33360
N 2.78195 4.26043 0.83105
C 1.75089 4.40166 -0.27645
C 0.36203 4.40308 0.31690
O 0.12276 3.19609 1.05641
C -1.26330 2.89857 1.24333
H 3.98473 0.72285 3.72775
H 5.20757 1.96916 3.87745
H 5.45874 0.68479 2.73872
H 5.71323 2.48407 1.03201
H 5.34289 3.65774 2.20559
H 3.83657 2.93447 -0.44176
H 4.73880 4.41507 -0.07144
H 3.00285 5.23887 0.98959
H 1.90226 3.64999 -1.05134
H 1.95545 5.33461 -0.80821
H -0.36089 4.46661 -0.50512
H 0.11738 5.28102 0.92547
H -1.30834 1.88148 1.62933
H -1.82674 2.93952 0.30788
H -1.73651 3.58017 1.95407
C 2.64702 -1.40274 -2.40934
O 1.54775 -2.14835 -1.86619
C 0.52859 -2.45252 -2.81855
C -0.41665 -3.47516 -2.19005
N -0.74904 -2.95687 -0.84614
C -1.38559 -3.91712 0.07986
C -1.26631 -3.42975 1.55233
O -0.00951 -2.76687 1.82948
C 0.26756 -2.75266 3.23869
H 3.32412 -1.02766 -1.64662
H 2.29404 -0.58191 -3.03448
H 3.20230 -2.07643 -3.06781
H 0.92471 -2.85852 -3.75161
H -0.01392 -1.52492 -3.02187
H 0.01817 -4.47591 -2.14781
H -1.30021 -3.58168 -2.82413
H -1.51104 -2.25234 -0.97498
H -0.89172 -4.88799 0.00852
H -2.44505 -4.08018 -0.13066
H -1.29644 -4.37498 2.10178
H -2.10511 -2.82533 1.89287
H 0.76528 -3.67061 3.55509
H -0.63022 -2.66874 3.84891
H 0.88881 -1.87492 3.40420
C -4.80284 2.72613 -1.14504
O -3.79982 1.74936 -0.97763
C -4.01269 0.92238 0.15206
C -2.96947 -0.18450 0.07014
N -2.91289 -0.92992 -1.18837
C -4.14646 -1.66284 -1.43810
C -4.09084 -2.70061 -2.55331
O -3.75154 -2.04163 -3.75060
C -3.72478 -2.91965 -4.87571
H -4.42703 3.49609 -1.82246
H -4.95167 3.32098 -0.23046
H -5.75568 2.31646 -1.47862
H -5.05124 0.59890 0.26125
H -3.78316 1.49394 1.06378
H -3.05212 -0.84689 0.93687
H -1.98377 0.26879 0.19216
H -2.84036 -0.21634 -1.90997
H -5.00350 -0.98989 -1.56035
H -4.42469 -2.25369 -0.55331
H -5.05643 -3.20201 -2.67160
H -3.37239 -3.46752 -2.23423
H -2.93673 -3.67845 -4.81128
H -3.42530 -2.28309 -5.70848
H -4.71870 -3.35113 -5.00063
C -0.53079 1.84946 -2.68657
O 0.76367 1.25709 -2.57630
H -0.60991 2.71275 -2.01670
H -0.62873 2.25732 -3.69149
H -1.29686 1.10788 -2.46487
H 1.08044 1.34273 -1.67189
C -1.14491 0.40012 4.74178
O -1.37201 -0.05868 3.41841
H -2.00627 0.18636 5.36132
H -0.22450 -0.04029 5.14884
H -0.89124 1.46766 4.80657
H -0.52445 -0.03520 2.95775
C 5.62950 -1.96671 1.02890
O 5.10769 -0.69046 0.71447
H 5.11409 -2.35531 1.91959
H 5.54647 -2.69611 0.22076
H 6.66516 -1.86786 1.35013
H 4.13756 -0.70220 0.75717
*
```

## Properties
LUMO level (alpha / beta) (eV): -4.800 / -5.423
HOMO (alpha / beta) (eV): -13.631 / -13.878
HOMO-LUMO gap (alpha / beta) (eV): 8.83 / 8.45
Energy relative to the best compared isomer or geometry (same formula, charge and spin) (kJ/mol): 126.45
Expectation value of S²: 30.007